Entry 1:
Entry from the OMol25 dataset: a molecular structure, C25H21Br2N6NaO3S (wB97M-V/def2-TZVPD).

```
59
Properties=species:S:1:pos:R:3:forces:R:3
Na -0.111 0.127 0.387 -0.05 -0.08 0.02
C 4.396 1.608 4.875 0.51 0.62 -0.85
C 4.924 2.207 3.525 -1.39 0.59 -0.40
N 3.838 2.571 2.605 0.06 1.52 0.50
C 3.113 1.710 1.858 -0.55 -2.18 -0.93
S 1.746 2.301 1.009 0.48 0.22 0.22
N 3.584 0.417 1.835 0.23 1.55 0.18
N 2.863 -0.448 1.114 0.26 -1.14 -0.26
C 3.438 -1.597 0.792 -0.60 2.06 0.78
C 4.869 -1.858 1.128 0.14 0.52 -1.05
C 2.609 -2.574 0.127 -1.59 -1.26 -1.05
C 3.017 -3.934 0.033 0.07 0.99 -0.27
C 2.219 -4.876 -0.574 -1.19 -0.04 0.01
C 0.939 -4.472 -0.989 0.29 -0.20 0.14
C 0.560 -3.126 -0.878 0.42 -0.13 0.16
N 1.406 -2.194 -0.376 -0.44 -0.57 0.02
H 5.300 1.232 5.348 -0.05 -0.08 0.59
H 3.674 0.764 4.771 0.50 0.89 -0.24
H 3.983 2.465 5.435 -0.04 -0.69 0.09
H 5.471 1.461 2.959 0.62 -0.04 0.28
H 5.492 3.183 3.689 -0.38 -1.50 -0.01
H 3.504 3.547 2.547 0.29 -1.16 0.19
H 5.096 -1.032 1.780 0.52 -0.04 0.60
H 5.497 -1.698 0.215 -0.28 -0.44 0.54
H 5.053 -2.834 1.561 0.18 -0.08 0.14
H 3.986 -4.147 0.414 0.58 -0.51 0.19
H 2.453 -5.948 -0.674 0.29 0.67 0.18
H 0.252 -5.248 -1.332 0.00 0.45 -0.13
H -0.473 -2.824 -1.186 1.23 0.12 0.34
Br -3.055 3.707 3.215 0.13 -0.43 1.98
C -2.767 3.767 1.423 1.27 -1.51 -2.06
C -3.390 4.767 0.758 -0.84 1.08 0.06
C -3.420 4.827 -0.604 0.41 -0.63 -1.04
Br -4.262 6.240 -1.461 -0.77 1.24 -0.34
C -2.826 3.833 -1.429 0.60 -0.08 0.84
C -2.871 3.807 -2.843 -0.78 0.04 -0.56
C -2.298 2.780 -3.575 0.26 0.57 0.68
C -1.486 1.912 -2.841 -0.43 -0.27 0.49
N -1.472 1.888 -1.516 1.49 -0.93 -0.13
C -2.094 2.785 -0.758 -0.96 1.24 -1.38
C -2.043 2.707 0.711 -0.78 -0.13 1.22
O -1.533 1.745 1.297 0.27 0.00 -0.07
H -3.923 5.495 1.380 0.15 -0.05 -0.55
H -3.437 4.612 -3.325 0.18 -0.46 0.03
H -2.377 2.604 -4.655 -0.04 0.60 0.41
H -0.845 1.236 -3.407 -0.13 -0.32 0.50
O -3.538 -2.294 1.226 -1.00 -0.62 -0.40
C -2.824 -2.087 0.238 3.65 2.14 2.54
O -1.665 -1.507 0.312 -1.72 -1.06 -0.76
C -3.275 -2.460 -1.110 -1.26 -0.22 -1.40
C -4.651 -2.707 -1.298 0.36 0.24 1.03
C -5.074 -2.999 -2.562 0.58 1.15 -0.63
C -4.204 -2.890 -3.662 -0.23 -0.40 0.08
C -2.867 -2.701 -3.390 0.26 -0.12 1.25
N -2.422 -2.487 -2.119 0.18 -0.36 -1.26
H -5.292 -2.546 -0.402 0.45 -0.57 -0.91
H -6.099 -3.094 -2.751 -1.46 -0.35 -0.26
H -4.598 -2.936 -4.687 0.30 -0.22 0.45
H -2.095 -2.788 -4.161 -0.24 0.36 0.21
```
Forces are in eV/Å.

2S+1 = 1
net charge = -2
strongest force on any atom = 0.0960 hartree/bohr
ΔE to the lowest compared entry with this formula, charge and spin = 70.4 kJ/mol
LUMO level = 4.02 eV

Entry 2:
Entry from the OMol25 dataset: 2 unconnected molecules or ions with the total composition C3H8N4 (wB97M-V/def2-TZVPD).

```
15
Properties=species:S:1:pos:R:3:forces:R:3
C 2.059 -0.965 0.079 2.91 1.28 -0.83
C 2.009 0.453 -0.543 -0.94 -1.11 3.72
C -2.573 0.107 0.287 2.19 0.14 1.25
N 1.490 -1.632 0.923 -3.14 0.86 0.78
N -0.414 -0.286 1.211 0.90 -0.93 0.59
N -0.724 -1.147 -0.801 -2.46 -2.00 -2.42
N -1.179 -0.575 0.262 0.82 0.90 0.21
H 2.968 -1.497 -0.407 -1.02 0.29 0.88
H 2.964 0.913 -0.463 0.66 0.38 -0.18
H 1.163 1.040 -0.193 0.22 -0.04 0.33
H 1.768 0.046 -1.419 -0.67 -0.30 -4.63
H -2.779 0.413 1.337 -0.35 -0.90 -0.89
H -2.446 1.002 -0.273 0.30 0.78 -0.49
H -3.172 -0.524 -0.310 -1.25 -0.86 0.14
H -1.562 -1.584 -1.381 1.83 1.52 1.52
```
Forces are in eV/Å.

2S+1 = 1
strongest force on any atom = 0.0911 hartree/bohr
ΔE to the lowest compared entry with this formula, charge and spin = 796.8 kJ/mol
LUMO level (alpha / beta) = -1.01 / -1.01 eV

Entry 3:
Entry from the OMol25 dataset: a single C4H8S2 molecule (wB97M-V/def2-TZVPD).

```
14
Properties=species:S:1:pos:R:3:forces:R:3
C -1.587 -0.762 -0.365 5.09 -0.47 3.36
C 1.367 0.882 -0.738 -4.15 -2.06 -0.52
C -1.889 -2.002 0.419 2.12 -2.48 -2.46
C 2.119 1.438 0.331 0.82 1.13 2.09
S 0.085 -0.190 0.050 -0.29 -0.02 -0.24
S 1.491 3.127 1.075 -0.08 -0.23 -1.27
H -2.032 -0.218 -1.075 -2.26 1.28 -2.58
H 1.264 1.304 -1.763 0.16 -0.31 1.07
H -2.901 -2.204 0.559 -1.93 0.24 0.42
H -1.342 -2.178 1.370 -0.19 0.64 -0.69
H -1.600 -2.973 -0.274 -0.37 2.09 1.55
H 3.112 1.494 -0.131 0.26 0.67 0.92
H 2.083 0.974 1.376 0.37 -0.46 -2.06
H 0.552 3.350 0.113 0.44 -0.02 0.42
```
Forces are in eV/Å.

2S+1 = 1
strongest force on any atom = 0.1190 hartree/bohr
ΔE to the lowest compared entry with this formula, charge and spin = 496.2 kJ/mol
LUMO level (alpha / beta) = -0.46 / 0.07 eV

Entry 4:
Entry from the OMol25 dataset: 6 unconnected molecules or ions with the total composition C33H67BBrN5O13PS5 (wB97M-V/def2-TZVPD).

```
126
Properties=species:S:1:pos:R:3:forces:R:3
C -3.990 4.039 1.478 -0.29 0.30 0.18
C -2.768 3.547 1.608 0.18 0.02 -0.06
C -1.854 3.346 0.423 0.26 0.40 0.45
C -2.222 2.066 -0.363 0.07 0.37 -0.27
C -2.360 2.262 -1.877 -0.03 -0.25 0.22
B -3.153 3.573 -2.355 0.09 0.34 0.23
C -2.364 4.890 -2.702 -0.13 0.01 -0.28
O -4.522 3.552 -2.472 0.26 -0.75 -0.61
C -2.940 0.964 -2.509 0.08 0.31 -0.21
N -4.307 0.649 -2.199 0.15 -0.45 0.01
C -2.707 1.015 -4.043 -0.26 -0.24 -0.24
C -3.933 1.128 -4.963 0.11 0.07 0.12
C -4.718 -0.175 -5.193 -0.10 0.01 -0.14
O -6.013 -0.184 -4.607 0.00 0.11 0.04
N -2.160 -0.204 -1.996 0.06 0.32 0.64
C -1.125 0.043 -1.096 0.13 0.18 -0.34
N -0.098 -0.744 -1.236 0.06 -0.38 0.09
C 1.170 -0.730 -0.509 0.21 -0.05 -0.23
C 1.803 0.638 -0.550 -0.17 0.13 -0.03
N 2.313 1.150 0.478 0.09 -0.02 -0.11
N -1.158 1.013 -0.134 -1.08 0.20 0.52
P -1.132 0.181 1.448 0.86 -0.75 0.08
O -2.658 0.287 1.967 0.10 -0.09 -0.48
Br -0.091 1.492 2.865 -0.20 0.27 -0.07
H -4.277 4.687 0.654 -0.17 -0.64 -0.42
H -4.748 3.844 2.228 0.19 0.60 0.30
H -2.427 3.261 2.597 -0.15 -0.74 -0.15
H -0.806 3.279 0.724 -0.05 0.11 -0.06
H -1.946 4.228 -0.210 0.01 -0.13 -0.14
H -3.189 1.722 0.015 0.15 -0.16 0.08
H -1.344 2.397 -2.281 -0.03 0.02 0.09
H -1.523 5.068 -2.030 0.03 -0.02 -0.09
H -1.937 4.831 -3.712 0.01 -0.04 0.05
H -3.017 5.768 -2.682 0.07 -0.01 0.00
H -4.826 4.030 -3.254 -0.14 0.53 0.49
H -4.987 1.257 -2.624 -0.02 0.04 0.04
H -4.491 0.537 -1.211 -0.07 0.21 0.01
H -2.177 0.098 -4.304 -0.08 0.15 -0.05
H -2.008 1.819 -4.295 -0.05 0.01 0.16
H -3.558 1.489 -5.925 -0.07 0.01 0.02
H -4.638 1.883 -4.601 0.05 0.01 -0.08
H -4.181 -1.024 -4.765 -0.06 0.06 0.05
H -4.814 -0.355 -6.270 0.07 -0.04 0.05
H -6.612 0.311 -5.175 0.05 -0.07 0.02
H -2.804 -0.853 -1.542 -0.02 -0.22 -0.43
H -0.174 -1.394 -2.019 0.00 -0.05 -0.09
H 1.810 -1.421 -1.066 -0.03 -0.02 0.11
H 1.069 -1.094 0.513 0.02 0.08 -0.08
H 1.776 1.137 -1.528 -0.01 -0.04 0.01
H 2.701 2.068 0.242 0.10 0.05 0.20
H -3.028 -0.567 1.668 -0.76 0.20 0.41
C 7.055 3.772 0.252 0.02 -0.16 -0.02
C 7.159 2.456 -0.531 -0.04 0.07 -0.03
C 5.744 2.094 -1.002 0.17 -0.11 0.05
S 4.870 3.660 -1.179 0.17 0.00 -0.05
O 3.792 3.700 -0.208 -0.07 -0.01 -0.03
O 4.582 3.916 -2.566 -0.13 -0.02 0.01
C 6.197 4.700 -0.597 0.12 0.08 0.10
H 8.026 4.217 0.449 -0.01 0.01 0.03
H 6.570 3.598 1.214 0.01 0.04 0.02
H 7.812 2.593 -1.395 -0.01 0.01 -0.01
H 7.582 1.658 0.076 0.00 -0.01 0.00
H 5.726 1.587 -1.964 -0.07 0.03 -0.02
H 5.207 1.503 -0.261 -0.06 0.06 0.01
H 5.777 5.538 -0.046 -0.05 0.00 -0.03
H 6.734 5.062 -1.473 -0.03 -0.01 -0.03
C -4.586 -4.747 3.820 0.02 -0.02 -0.05
C -3.202 -4.402 3.257 -0.04 0.03 -0.02
C -3.392 -4.043 1.779 0.11 -0.06 0.18
S -5.068 -3.391 1.636 0.36 -0.12 0.28
O -5.838 -4.275 0.804 -0.10 0.20 -0.15
O -4.998 -1.968 1.356 0.14 0.14 -0.21
C -5.527 -3.643 3.346 -0.01 -0.09 0.16
H -4.571 -4.814 4.906 0.01 -0.01 0.00
H -4.916 -5.710 3.426 -0.02 0.00 0.01
H -2.790 -3.549 3.802 -0.02 0.01 -0.01
H -2.513 -5.232 3.376 -0.02 0.12 -0.09
H -2.692 -3.282 1.437 -0.04 0.00 -0.09
H -3.333 -4.918 1.135 -0.06 0.01 -0.02
H -6.582 -3.905 3.387 -0.02 0.05 -0.08
H -5.348 -2.707 3.875 -0.01 0.02 -0.03
C 0.244 -3.144 -7.216 0.06 0.06 0.02
C 1.683 -3.259 -6.694 -0.05 -0.01 0.02
C 1.868 -2.180 -5.620 0.13 -0.15 -0.11
S 0.237 -1.904 -4.919 0.08 -0.03 -0.21
O -0.183 -0.554 -5.207 0.10 -0.10 0.13
O 0.206 -2.381 -3.547 -0.01 0.10 0.11
C -0.644 -3.039 -5.979 -0.04 -0.11 -0.12
H -0.036 -4.001 -7.827 0.00 0.00 0.00
H 0.138 -2.246 -7.828 -0.02 0.00 0.00
H 1.835 -4.247 -6.256 -0.01 0.00 0.01
H 2.413 -3.139 -7.492 0.01 0.00 0.00
H 2.540 -2.484 -4.821 -0.03 0.05 0.05
H 2.196 -1.231 -6.039 -0.08 0.04 0.02
H -1.637 -2.638 -6.170 0.00 0.05 0.07
H -0.718 -3.989 -5.451 0.01 0.01 0.03
C 0.396 -8.778 6.074 -0.08 0.01 0.02
C -0.856 -9.658 5.955 0.03 0.03 -0.03
C -2.016 -8.748 5.533 0.01 -0.21 0.06
S -1.274 -7.398 4.605 0.15 -0.28 0.14
O -1.474 -6.169 5.335 -0.05 0.06 -0.06
O -1.652 -7.482 3.214 -0.05 0.16 -0.01
C 0.425 -7.917 4.815 0.12 -0.10 0.09
H 1.303 -9.373 6.166 0.00 0.00 0.00
H 0.322 -8.140 6.957 0.02 0.01 -0.01
H -0.692 -10.425 5.196 0.00 0.01 -0.01
H -1.083 -10.166 6.890 0.00 -0.01 0.00
H -2.736 -9.248 4.890 -0.03 0.07 -0.02
H -2.524 -8.307 6.388 0.02 0.08 -0.02
H 1.054 -7.034 4.892 -0.06 0.05 -0.04
H 0.697 -8.499 3.935 -0.03 0.01 -0.02
C 4.741 6.157 3.594 0.08 -0.04 0.02
C 5.469 6.010 4.938 0.00 0.02 -0.04
C 6.975 6.024 4.648 -0.13 -0.07 0.15
S 7.185 7.001 3.150 -0.06 0.06 0.09
O 7.683 6.138 2.103 -0.03 0.00 -0.04
O 7.855 8.236 3.450 0.06 -0.01 -0.07
C 5.441 7.297 2.863 -0.16 -0.07 0.02
H 3.680 6.364 3.728 -0.01 -0.01 0.00
H 4.831 5.233 3.017 -0.02 0.01 -0.02
H 5.211 6.849 5.586 0.00 0.01 -0.01
H 5.182 5.096 5.455 0.00 0.00 0.01
H 7.559 6.489 5.438 0.06 0.01 -0.05
H 7.362 5.028 4.439 0.03 0.02 -0.07
H 5.259 7.319 1.791 0.08 0.04 -0.02
H 5.203 8.266 3.301 0.03 0.01 0.00
```
Forces are in eV/Å.

2S+1 = 1
net charge = +1
strongest force on any atom = 0.0236 hartree/bohr
LUMO level = -2.01 eV